(1)
C11H26EuN4O7S | wB97M-V/def2-TZVPD

Computed properties:
total energy	-2288.63051	Ha
LUMO energy (spin up / spin down)	-1.4 / -2.0	eV
gap between HOMO and LUMO (spin up / spin down)	4.554 / 4.114	eV
E_HOMO (spin up / spin down)	-5.912 / -6.146	eV

Geometry as ORCA input:
```
! RIJCOSX wB97M-V def2-TZVPD def2/J DEFGRID3
* xyz 0 8
O -0.46 -1.01 -3.54
H -1.41 -0.61 -3.62
Eu 0.44 0.17 -1.38
N 1.43 -1.93 -1.31
N -0.89 -2.05 -0.46
N 0.57 2.56 -0.47
N -1.28 1.09 0.49
O 2.56 -1.60 -1.83
O 1.62 3.20 -0.96
O -2.11 0.26 1.20
O -2.10 -2.01 0.04
C -0.33 -3.29 -0.65
C 0.99 -3.21 -1.18
C -0.26 3.20 0.38
C -1.29 2.36 0.95
C 1.89 -4.34 -1.45
H 1.88 -4.57 -2.53
H 1.55 -5.24 -0.92
H 2.93 -4.09 -1.18
C -1.07 -4.54 -0.31
H -2.05 -4.52 -0.79
H -1.17 -4.65 0.77
H -0.56 -5.43 -0.69
C -0.04 4.59 0.84
C -2.17 2.85 2.05
H 0.78 5.02 0.24
H 0.15 4.61 1.93
H -0.94 5.19 0.71
H -2.83 2.04 2.39
H -2.76 3.71 1.68
H -1.59 3.23 2.91
H 1.53 2.41 -2.28
H -2.05 -0.66 0.70
C -2.56 0.24 -3.13
H -2.96 0.58 -4.10
H -2.42 1.06 -2.38
H -3.00 -0.65 -2.67
O 1.44 1.66 -3.01
H -0.16 -1.23 -4.43
H 1.17 2.08 -3.86
C 1.53 -0.65 4.09
S 0.80 0.41 2.84
C 2.16 1.55 2.61
O 0.74 -0.46 1.62
H 1.49 -0.13 5.06
H 2.57 -0.84 3.81
H 0.98 -1.59 4.11
H 3.02 1.17 3.18
H 2.41 1.57 1.54
H 1.84 2.53 3.00
*
```

(2)
C11H26EuN5O6P2S | wB97M-V/def2-TZVPD

Computed properties:
total energy	-2951.04021	Ha
LUMO energy (spin up / spin down)	-7.0 / -5.0	eV
gap between HOMO and LUMO (spin up / spin down)	8.167 / 10.113	eV
E_HOMO (spin up / spin down)	-15.137 / -15.137	eV

Geometry as ORCA input:
```
! RIJCOSX wB97M-V def2-TZVPD def2/J DEFGRID3
* xyz 2 7
Eu 0.22 0.08 -0.06
C -1.54 0.53 2.95
C -1.81 -0.89 2.48
N -0.69 -1.51 1.74
C 0.35 -2.15 2.58
C 1.17 -1.19 3.42
S 1.89 0.20 2.48
C 1.21 1.68 3.26
C 0.07 2.34 2.48
N -0.88 1.36 1.92
H -0.91 0.52 3.84
H -2.48 0.98 3.28
H -2.67 -0.90 1.80
H -2.10 -1.51 3.34
H -1.09 -2.25 1.17
H 1.01 -2.70 1.90
H -0.09 -2.90 3.25
H 2.00 -1.74 3.87
H 0.61 -0.77 4.25
H 2.02 2.39 3.37
H 0.92 1.42 4.28
H 0.47 2.91 1.64
H -0.42 3.07 3.13
H -1.58 1.89 1.41
N -1.39 -0.19 -4.46
C -1.77 0.22 -3.04
C -3.23 0.70 -3.12
P -0.71 1.63 -2.55
O 0.76 0.95 -2.59
O -0.86 2.74 -3.49
O -0.91 1.70 -1.02
P -1.69 -1.35 -2.05
O -2.39 -0.89 -0.67
O -2.36 -2.37 -2.84
O -0.26 -1.49 -1.49
H -1.59 0.58 -5.11
H -1.93 -1.02 -4.73
H -0.40 -0.42 -4.55
H -3.31 1.51 -3.85
H -3.53 1.12 -2.16
H -3.90 -0.11 -3.39
H 1.42 1.52 -3.02
H -3.36 -0.90 -0.64
N 4.82 -0.11 -0.90
C 4.40 -1.28 -1.49
C 3.06 -1.32 -1.30
N 2.65 -0.19 -0.61
C 3.75 0.51 -0.39
H 5.77 0.22 -0.84
H 5.09 -1.96 -1.96
H 2.36 -2.08 -1.62
H 3.83 1.45 0.13
*
```

(3)
C11H26InN4O7S | wB97M-V/def2-TZVPD

Computed properties:
total energy	-1768.22681	Ha
LUMO energy (spin up / spin down)	-6.5 / -6.5	eV
gap between HOMO and LUMO (spin up / spin down)	4.401 / 4.400	eV
E_HOMO (spin up / spin down)	-10.904 / -10.904	eV

Geometry as ORCA input:
```
! RIJCOSX wB97M-V def2-TZVPD def2/J DEFGRID3
* xyz 1 1
O 0.61 -1.29 -3.77
H 0.43 -1.10 -4.71
In 0.19 0.29 -0.71
N 1.66 -1.40 -0.82
N -0.66 -1.72 0.10
N 0.73 2.44 -0.31
N -1.12 1.20 0.91
O 2.88 -1.20 -0.76
O 1.77 2.93 -0.95
O -1.84 0.48 1.82
O -1.61 -1.87 0.96
C -0.09 -2.85 -0.39
C 1.18 -2.67 -0.98
C 0.02 3.21 0.50
C -1.03 2.51 1.20
C 1.97 -3.70 -1.69
H 1.94 -3.51 -2.78
H 1.56 -4.70 -1.48
H 3.01 -3.64 -1.36
C -0.76 -4.15 -0.12
H -1.74 -4.16 -0.60
H -0.88 -4.30 0.96
H -0.16 -4.97 -0.52
C 0.32 4.66 0.73
C -1.86 3.16 2.27
H 0.95 5.09 -0.05
H 0.81 4.78 1.71
H -0.63 5.21 0.78
H -2.53 2.43 2.71
H -2.47 3.98 1.86
H -1.22 3.59 3.06
H 1.83 1.90 -1.76
H -1.81 -0.50 1.45
C -1.45 0.00 -2.26
H -1.15 -0.78 -2.96
H -1.66 0.95 -2.75
H -2.35 -0.27 -1.69
O 1.48 0.98 -2.31
H 1.28 -0.63 -3.45
H 0.91 1.29 -3.05
C 0.09 -0.69 3.85
S 1.22 0.28 2.87
C 2.73 -0.32 3.61
O 1.24 -0.30 1.48
H 0.54 -0.80 4.84
H -0.07 -1.66 3.37
H -0.86 -0.14 3.92
H 2.78 -1.40 3.44
H 3.57 0.19 3.13
H 2.70 -0.08 4.67
*
```

(4)
C11H26MnN4O7S | wB97M-V/def2-TZVPD

Computed properties:
total energy	-2729.18423	Ha
LUMO energy (spin up / spin down)	-4.2 / -4.9	eV
gap between HOMO and LUMO (spin up / spin down)	6.254 / 5.720	eV
E_HOMO (spin up / spin down)	-10.480 / -10.616	eV
energy relative to the best compared isomer or geometry (same formula, charge and spin)	3.1	kcal per mole

Geometry as ORCA input:
```
! RIJCOSX wB97M-V def2-TZVPD def2/J DEFGRID3
* xyz 1 5
O -1.76 2.05 -3.12
H -2.03 2.67 -3.82
Mn -0.43 -0.22 0.01
N 1.13 -1.38 -0.15
N -0.69 -0.87 -1.74
N 0.24 0.63 1.58
N -1.70 1.17 0.16
O 1.97 -1.65 0.81
O 1.35 0.28 2.24
O -2.74 1.37 -0.69
O -1.69 -0.46 -2.42
C 0.10 -1.92 -2.15
C 1.14 -2.21 -1.23
C -0.62 1.49 2.19
C -1.74 1.80 1.36
C 2.13 -3.30 -1.28
H 2.10 -3.92 -0.37
H 3.15 -2.91 -1.36
H 1.92 -3.95 -2.13
C -0.23 -2.66 -3.38
H -0.44 -1.94 -4.18
H -1.12 -3.30 -3.24
H 0.61 -3.30 -3.68
C -0.47 1.96 3.58
C -2.86 2.69 1.77
H 0.55 1.82 3.94
H -1.16 1.42 4.25
H -0.74 3.03 3.66
H -3.69 2.65 1.06
H -2.51 3.73 1.84
H -3.23 2.40 2.77
H 1.71 -0.56 1.67
H -2.45 0.91 -1.54
C -0.37 2.23 -2.84
H 0.12 1.26 -3.01
H -0.21 2.55 -1.81
H 0.06 2.96 -3.55
O 2.84 2.20 -0.99
H 2.25 2.24 -0.20
H 2.95 1.24 -1.13
C -0.43 -2.88 2.86
S -1.32 -3.01 1.31
C -2.94 -3.40 1.96
O -1.62 -1.54 0.91
H -0.60 -3.81 3.41
H -0.82 -2.02 3.42
H 0.64 -2.76 2.64
H -3.19 -2.62 2.69
H -3.62 -3.34 1.10
H -2.97 -4.40 2.40
*
```

(5)
C11H27As3RhSbSe4 | wB97M-V/def2-TZVPD

Computed properties:
total energy	-17099.13305	Ha
LUMO energy (spin up / spin down)	-0.8 / -2.3	eV
gap between HOMO and LUMO (spin up / spin down)	6.521 / 5.522	eV
E_HOMO (spin up / spin down)	-7.318 / -7.823	eV

Geometry as ORCA input:
```
! RIJCOSX wB97M-V def2-TZVPD def2/J DEFGRID3
* xyz 0 5
Rh -2.77 0.74 0.65
Se -5.21 -2.86 0.77
Sb -5.02 -0.51 1.04
Se -4.63 1.04 -0.91
Se -3.26 0.28 2.97
Se -6.91 0.84 1.94
C -0.92 -2.51 1.45
As -1.38 -1.30 0.00
C -1.93 -2.61 -1.33
C 0.38 -0.96 -0.82
C 1.17 0.30 -0.45
C 1.15 0.57 1.06
C 0.57 1.50 -1.23
As -1.18 2.18 -0.67
C -0.68 3.81 0.28
C -1.81 2.94 -2.34
C 2.61 0.15 -0.97
As 4.01 -1.07 -0.25
C 3.06 -2.56 0.61
C 4.47 -0.11 1.40
H -0.20 -3.26 1.12
H -1.83 -3.00 1.79
H -0.51 -1.94 2.29
H -1.10 -3.29 -1.51
H -2.21 -2.11 -2.26
H -2.80 -3.15 -0.96
H 0.21 -0.96 -1.90
H 0.95 -1.86 -0.60
H 0.14 0.75 1.42
H 1.76 1.44 1.31
H 1.54 -0.28 1.61
H 0.46 1.22 -2.28
H 1.27 2.34 -1.19
H 0.09 4.36 -0.27
H -0.31 3.54 1.27
H -1.57 4.42 0.39
H -1.01 3.51 -2.82
H -2.66 3.59 -2.14
H -2.14 2.14 -3.01
H 3.11 1.12 -0.91
H 2.57 -0.08 -2.04
H 2.66 -3.24 -0.14
H 2.27 -2.25 1.29
H 3.81 -3.11 1.18
H 4.75 0.92 1.15
H 5.34 -0.60 1.84
H 3.67 -0.09 2.13
*
```

(6)
C11H27Br9OSi2 | wB97M-V/def2-TZVPD

Computed properties:
total energy	-24255.72382	Ha
LUMO energy	0.4	eV
gap between HOMO and LUMO	10.172	eV
E_HOMO	-9.811	eV

Geometry as ORCA input:
```
! RIJCOSX wB97M-V def2-TZVPD def2/J DEFGRID3
* xyz 0 1
Si -0.65 1.19 -0.98
O 0.97 1.53 -1.04
Si 2.04 0.84 0.05
C 3.53 2.00 0.13
C 3.17 3.39 -0.40
C 2.13 4.11 0.46
Br 2.74 5.85 1.11
H -0.87 -0.03 -1.76
H -1.17 1.14 0.40
H -1.35 2.27 -1.72
H 1.45 0.72 1.40
H 2.39 -0.47 -0.49
H 3.87 2.07 1.16
H 4.31 1.58 -0.52
H 2.75 3.31 -1.41
H 4.06 4.03 -0.49
H 1.24 4.34 -0.13
H 1.82 3.54 1.34
Br -2.29 -1.47 -0.72
C -3.50 -2.89 -0.11
C -4.54 -2.37 0.85
Br -3.80 -2.06 2.62
H -2.88 -3.66 0.33
H -3.98 -3.27 -1.01
H -5.33 -3.11 0.99
H -4.99 -1.43 0.52
Br 0.70 5.06 -3.23
C 1.70 6.67 -2.78
C 2.78 6.95 -3.78
Br 4.31 5.76 -3.54
H 2.08 6.53 -1.78
H 0.96 7.47 -2.78
H 3.17 7.95 -3.64
H 2.45 6.83 -4.81
Br 6.26 -2.56 3.69
C 4.81 -3.55 2.85
C 4.37 -2.91 1.55
Br 3.30 -1.32 1.86
H 4.00 -3.60 3.57
H 5.20 -4.55 2.66
H 3.73 -3.59 0.99
H 5.21 -2.62 0.93
Br -5.41 -5.84 2.53
C -6.91 -6.62 1.56
C -7.12 -5.97 0.22
Br -7.97 -4.23 0.37
H -7.78 -6.53 2.21
H -6.65 -7.67 1.44
H -7.80 -6.57 -0.38
H -6.19 -5.82 -0.32
*
```

(7)
C11H27BrN4O | wB97M-V/def2-TZVPD

Computed properties:
total energy	-3303.26399	Ha
LUMO energy	-0.1	eV
gap between HOMO and LUMO	6.241	eV
E_HOMO	-6.373	eV
energy relative to the best compared isomer or geometry (same formula, charge and spin)	174.4	kcal per mole

Geometry as ORCA input:
```
! RIJCOSX wB97M-V def2-TZVPD def2/J DEFGRID3
* xyz 0 1
C -1.52 1.09 2.84
C -0.02 1.65 3.18
C 1.14 1.09 2.13
C 1.15 1.85 0.68
C 2.75 1.95 0.22
C 0.38 1.06 -0.54
C -0.30 2.25 -1.49
N -1.44 1.74 -2.34
C -1.33 0.26 -2.65
C -1.26 -0.60 -1.26
C -0.54 -2.07 -1.48
C 0.04 -2.76 -0.12
N 1.33 -2.16 0.41
N 0.36 -4.23 -0.45
N -0.92 -2.81 1.05
O -0.67 0.12 -0.11
H -1.40 -0.04 2.49
H -2.27 1.11 3.75
H -1.91 1.68 1.90
H -0.02 2.81 3.31
H 0.28 1.20 4.24
H 2.18 1.35 2.65
H 1.09 -0.08 2.09
H 0.78 2.96 0.84
H 3.16 0.86 0.25
H 2.73 2.26 -0.93
H 3.36 2.72 0.86
H 1.19 0.43 -1.14
H -0.71 3.11 -0.78
H 0.61 2.68 -2.13
H -1.40 2.26 -3.27
H -2.34 1.98 -1.83
H -2.31 -0.11 -3.22
H -0.36 0.00 -3.26
H -2.40 -0.84 -0.96
H 0.33 -1.88 -2.28
H -1.31 -2.77 -2.05
H 1.64 -2.60 1.30
H 2.09 -2.18 -0.32
H 1.16 -4.58 0.13
H -0.51 -4.80 -0.24
H -0.49 -2.39 1.90
H -1.83 -2.33 0.86
Br -0.46 -1.21 -4.19
*
```

(8)
C11H27CdN3O5 | wB97M-V/def2-TZVPD

Computed properties:
total energy	-1143.45581	Ha
LUMO energy	0.5	eV
gap between HOMO and LUMO	7.296	eV
E_HOMO	-6.818	eV
energy relative to the best compared isomer or geometry (same formula, charge and spin)	40.0	kcal per mole

Geometry as ORCA input:
```
! RIJCOSX wB97M-V def2-TZVPD def2/J DEFGRID3
* xyz 0 1
Cd -15.13 1.08 13.66
C -12.65 0.98 11.70
O -14.04 0.80 11.81
H -12.12 0.04 11.89
H -12.41 1.15 10.65
H -12.22 1.83 12.22
C -18.44 0.61 13.46
O -17.16 0.80 13.96
H -18.59 -0.14 12.68
H -19.11 0.30 14.26
H -18.85 1.57 13.14
C -15.14 -2.70 12.23
C -14.51 -2.39 13.62
O -14.63 -1.32 14.15
N -13.82 -3.40 14.19
C -13.13 -3.45 15.49
H -14.53 -2.46 11.36
H -16.12 -2.22 12.17
H -15.35 -3.77 12.16
H -13.83 -4.29 13.72
H -12.45 -4.30 15.53
H -13.79 -3.74 16.31
H -12.52 -2.62 15.85
C -11.69 1.69 15.80
C -13.05 0.97 16.03
O -14.09 1.31 15.42
N -12.97 -0.06 16.98
C -14.16 -0.67 17.41
H -11.05 1.40 16.62
H -11.80 2.78 15.83
H -11.23 1.53 14.82
H -12.02 -0.17 17.29
H -14.49 -0.01 18.21
H -13.80 -1.52 18.00
H -14.87 -0.83 16.60
C -17.18 4.06 12.66
C -15.70 4.07 12.99
O -15.19 3.06 13.45
N -15.00 5.20 12.67
C -13.59 5.40 12.87
H -17.32 3.32 11.87
H -17.58 5.04 12.41
H -17.69 3.81 13.59
H -15.53 5.94 12.23
H -12.89 5.72 12.09
H -13.15 4.56 13.41
H -13.60 6.16 13.66
*
```

(9)
C11H27ClEuIN2OP2S | wB97M-V/def2-TZVPD

Computed properties:
total energy	-3168.43733	Ha
LUMO energy (spin up / spin down)	-8.1 / -7.9	eV
gap between HOMO and LUMO (spin up / spin down)	3.103 / 4.129	eV
E_HOMO (spin up / spin down)	-11.181 / -12.053	eV
energy relative to the best compared isomer or geometry (same formula, charge and spin)	0.0	kcal per mole

Geometry as ORCA input:
```
! RIJCOSX wB97M-V def2-TZVPD def2/J DEFGRID3
* xyz 2 7
C 0.15 -3.07 -0.05
C 0.37 -1.68 0.43
H 0.26 -3.74 0.83
H 0.79 -3.39 -0.88
H -0.88 -3.18 -0.42
O 0.38 -1.56 1.65
I 0.06 0.04 -0.79
Eu -2.53 -1.32 -5.03
P -2.63 -0.92 -0.18
C -3.28 -0.11 1.33
C -3.77 -0.19 -1.39
H -4.80 -0.37 -1.06
H -4.41 -2.49 0.27
H -3.64 -0.62 -2.40
H -3.23 -3.16 -0.91
H -3.26 0.98 1.23
H -3.60 0.90 -1.42
C -3.34 -2.59 0.03
H -4.32 -0.43 1.47
H -2.82 -3.11 0.85
H -2.71 -0.41 2.22
P 2.49 -0.75 -1.19
C 3.37 0.21 0.04
C 3.07 -2.45 -1.20
H 2.38 -0.55 -3.55
H 3.99 -0.20 -2.89
H 2.72 1.08 -2.76
C 2.92 -0.01 -2.75
H 2.62 -3.02 -2.04
H 4.14 -2.32 -1.39
H 4.40 -0.05 -0.16
H 3.11 -0.07 1.06
H 2.92 -2.99 -0.25
H 3.23 1.28 -0.14
Cl -0.80 -2.48 -3.26
S 0.18 0.61 2.49
C 0.34 2.26 2.22
N -0.62 3.21 2.02
C -0.08 4.56 1.96
C 1.45 4.31 2.05
N 1.55 2.88 2.21
H -1.60 3.04 2.00
H -0.43 5.10 2.84
H -0.31 5.03 0.99
H 1.89 4.73 2.96
H 1.95 4.62 1.16
H 2.34 2.41 1.82
*
```